# 1
ORCA calculation (ωB97M-V/def2-TZVPD) on a cluster of 14 separate species, C4H36N2O15 in total at a distorted geometry.

Values from the calculation:
Charge = 0
E = -38422.0583 eV

Bonds (Å) are listed after each position.
Cartesian coordinates (Å):
1 C 0.9660 -1.6054 -0.2397  N2 1.446, C6 1.629, H9 1.068, H10 1.120
2 N 1.8705 -1.7655 0.8771  C1 1.446, C3 1.381, H11 0.985
3 C 1.6664 -1.0212 2.0225  N2 1.381, O4 1.386, O5 1.230
4 O 0.4516 -0.3561 1.9777  C3 1.386, H12 0.992
5 O 2.4416 -0.7998 2.9510  C3 1.230
6 C 1.5074 -0.3223 -1.0856  C1 1.629, C7 1.619, N8 1.472, H13 1.150
7 C 0.9991 1.0663 -0.4255  C6 1.619, H14 1.037, H15 1.146, H16 1.136
8 N 1.0241 -0.3459 -2.4755  C6 1.472, H17 0.956, H18 1.123
9 H 0.8302 -2.4613 -0.8643  C1 1.068
10 H -0.0339 -1.3562 0.1979  C1 1.120
11 H 2.7824 -1.8866 0.5241  N2 0.985
12 H -0.0218 -0.0840 2.8056  O4 0.992
13 H 2.6499 -0.1990 -1.1373  C6 1.150
14 H 1.5655 1.2844 0.4150  C7 1.037
15 H -0.1041 0.9589 -0.1351  C7 1.146
16 H 1.0844 1.8862 -1.2077  C7 1.136
17 H 0.0755 -0.4000 -2.5784  N8 0.956
18 H 1.4056 -1.1456 -3.1648  N8 1.123
19 H -1.1381 2.7707 0.8898  O21 0.968
20 H -2.3590 3.7182 0.3531  O21 0.891
21 O -1.9996 2.9120 0.4725  H19 0.968, H20 0.891
22 H -2.3523 -4.2541 -0.1739  O24 0.997
23 H -2.6139 -3.7043 -1.7182  O24 0.951
24 O -2.9596 -3.8297 -0.8413  H22 0.997, H23 0.951
25 H -3.5403 1.1662 2.3287  O27 0.944
26 H -3.3432 0.3058 3.6179  O27 0.998
27 O -2.8771 0.8453 2.9196  H25 0.944, H26 0.998
28 H 0.9323 -3.7477 0.9951  O30 0.990
29 H 0.2200 -4.6720 1.8855  O30 0.938
30 O 0.2332 -4.4478 0.9751  H28 0.990, H29 0.938
31 H -0.5388 0.9065 -4.2487  O33 0.946
32 H -1.7551 0.2187 -3.6662  O33 1.003
33 O -1.0686 0.1355 -4.3928  H31 0.946, H32 1.003
34 H 3.9204 3.0424 0.6289  O36 1.010
35 H 3.3314 2.2558 1.7411  O36 1.019
36 O 3.8474 2.0679 0.8832  H34 1.010, H35 1.019
37 H 3.7744 0.0307 0.7828  O39 1.016
38 H 5.0054 -0.2908 0.0627  O39 0.871
39 O 4.1577 -0.4788 -0.0078  H37 1.016, H38 0.871
40 H -4.6364 1.4797 -1.1241  O42 0.950
41 H -3.3691 2.0370 -1.2808  O42 0.915
42 O -4.2272 2.3358 -1.1739  H40 0.950, H41 0.915
43 H 3.2155 0.5050 -2.7356  O45 0.965
44 H 4.6880 0.8900 -1.9459  O45 1.034
45 O 4.1801 0.5254 -2.7700  H43 0.965, H44 1.034
46 H -3.8342 1.3822 0.3517  O48 0.951
47 H -4.3965 2.4384 1.2308  O48 0.944
48 O -4.4140 1.5040 1.0957  H46 0.951, H47 0.944
49 H -2.0059 0.9229 -1.5077  O51 0.880
50 H -1.7813 -0.4885 -0.7783  O51 1.027
51 O -1.6035 0.1430 -1.5691  H49 0.880, H50 1.027
52 H -3.1016 -2.3847 -0.1902  O54 1.001
53 H -2.7560 -1.4645 1.2369  O54 0.996
54 O -2.8454 -1.5213 0.2470  H52 1.001, H53 0.996
55 H 1.6614 2.1288 2.8595  O57 0.862
56 H 2.6852 1.1458 3.1010  O57 0.901
57 O 2.5041 2.0234 3.0091  H55 0.862, H56 0.901

# 2
ORCA calculation (ωB97M-V/def2-TZVPD) on a cluster of 14 separate species, C4H36N2O15 in total at a distorted geometry.

Values from the calculation:
Charge = 0
E = -38426.4986 eV

Bonds (Å) are listed after each position.
Cartesian coordinates (Å):
1 C 2.0820 0.3825 -0.5801  C2 1.612, N5 1.436, H9 1.086, H10 1.088
2 C 2.9689 1.1280 0.5408  C1 1.612, C3 1.511, O4 1.430, H11 1.090
3 C 4.3059 0.4240 0.5788  C2 1.511, H12 1.083, H13 1.090, H14 1.097
4 O 3.0938 2.5000 0.1579  C2 1.430, H15 0.955
5 N 0.7629 0.0394 -0.1291  C1 1.436, C6 1.377, H16 1.010
6 C -0.2045 -0.4491 -0.9790  N5 1.377, N7 1.368, O8 1.228
7 N -1.3036 -0.8372 -0.2628  C6 1.368, H17 1.007, H18 1.028
8 O 0.0022 -0.4807 -2.1887  C6 1.228
9 H 2.0468 1.0916 -1.4021  C1 1.086
10 H 2.6851 -0.4555 -0.9230  C1 1.088
11 H 2.3084 1.1411 1.4077  C2 1.090
12 H 4.4265 -0.4282 -0.0793  C3 1.083
13 H 5.1414 1.1116 0.4508  C3 1.090
14 H 4.4646 -0.0281 1.5651  C3 1.097
15 H 3.5730 2.5171 -0.6677  O4 0.955
16 H 0.5660 -0.0736 0.8546  N5 1.010
17 H -2.1186 -1.1185 -0.7823  N7 1.007
18 H -1.6525 -0.2188 0.4809  N7 1.028
19 H -1.8035 -0.4846 -3.1031  O21 0.976
20 H -3.1891 0.1271 -2.9266  O21 0.963
21 O -2.7526 -0.6791 -3.2221  H19 0.976, H20 0.963
22 H 2.3059 -4.4396 -0.9855  O24 0.957
23 H 1.7900 -3.0836 -1.4428  O24 0.962
24 O 2.5346 -3.6866 -1.5299  H22 0.957, H23 0.962
25 H -2.8830 -3.3246 1.1894  O27 0.961
26 H -2.0189 -4.5724 1.6311  O27 0.955
27 O -2.1532 -3.6323 1.7331  H25 0.961, H26 0.955
28 H -0.3968 -2.6677 0.5219  O30 0.969
29 H 0.8702 -2.8716 1.3128  O30 0.966
30 O 0.4315 -3.1707 0.5055  H28 0.969, H29 0.966
31 H -3.3850 -2.5667 -1.8172  O33 0.965
32 H -2.5753 -3.8849 -1.6981  O33 0.959
33 O -2.8022 -3.0741 -1.2392  H31 0.965, H32 0.959
34 H -2.0506 3.2377 -0.4247  O36 0.965
35 H -2.5042 2.1781 -1.4237  O36 0.961
36 O -2.8342 2.7738 -0.7453  H34 0.965, H35 0.961
37 H -1.8664 -1.0986 4.0011  O39 0.961
38 H -2.1049 -2.2111 2.8759  O39 0.973
39 O -2.0699 -1.2598 3.0754  H37 0.961, H38 0.973
40 H 1.1332 0.5024 -4.4014  O42 0.963
41 H 0.0574 1.0000 -3.4909  O42 0.971
42 O 0.7676 1.3276 -4.0667  H40 0.963, H41 0.971
43 H -0.0045 2.7283 0.3670  O45 0.960
44 H 0.0691 4.3976 0.4593  O45 0.958
45 O -0.3945 3.5721 0.6054  H43 0.960, H44 0.958
46 H 2.3986 4.9954 -1.3143  O48 0.957
47 H 1.6884 3.7977 -0.5450  O48 0.963
48 O 1.6941 4.3478 -1.3356  H46 0.957, H47 0.963
49 H 1.0553 -0.2669 3.2138  O51 0.960
50 H -0.3070 -0.8431 2.8860  O51 0.982
51 O 0.6478 -1.0725 2.8869  H49 0.960, H50 0.982
52 H 0.1757 1.6947 4.4095  O54 0.950
53 H -0.5637 2.0279 3.0773  O54 0.960
54 O -0.3988 1.3492 3.7364  H52 0.950, H53 0.960
55 H -2.6700 1.7338 1.2136  O57 0.963
56 H -2.9347 0.6834 2.3543  O57 0.960
57 O -2.3432 0.9351 1.6414  H55 0.963, H56 0.960

# 3
ORCA calculation (ωB97M-V/def2-TZVPD) on a cluster of 14 separate species, C4H36NO14 in total at a distorted geometry.

Values from the calculation:
Charge = +1
E = -34882.1015 eV

Bonds (Å) are listed after each position.
Cartesian coordinates (Å):
1 C 0.7453 0.1915 -0.8740  C2 1.534, H7 1.094, H8 1.079, H9 1.096
2 C 0.4542 -0.0789 0.6081  C1 1.534, C3 1.498, N6 1.526, H10 1.086
3 C 0.5820 -1.5244 0.9807  C2 1.498, C4 1.500, H11 1.094, H12 1.096
4 C 0.5668 -1.9149 2.4286  C3 1.500, O5 1.219, H13 1.095
5 O 0.1299 -1.1937 3.3086  C4 1.219
6 N -0.9953 0.3537 0.8096  C2 1.526, H14 1.026, H15 1.031, H16 1.017
7 H 0.2502 1.0753 -1.2871  C1 1.094
8 H 0.7206 -0.6619 -1.5334  C1 1.079
9 H 1.7569 0.5860 -1.0222  C1 1.096
10 H 1.1532 0.6105 1.0714  C2 1.086
11 H 1.4947 -1.8650 0.4823  C3 1.094
12 H -0.2807 -2.1072 0.6387  C3 1.096
13 H 0.6803 -2.9612 2.7318  C4 1.095
14 H -1.2287 1.2988 1.1321  N6 1.026
15 H -1.3718 -0.2440 1.5603  N6 1.031
16 H -1.5058 0.1278 -0.0399  N6 1.017
17 H -0.8820 -0.9240 -3.2714  O19 0.978
18 H -1.0668 -2.3305 -3.9473  O19 0.961
19 O -0.4761 -1.8043 -3.4010  H17 0.978, H18 0.961
20 H -0.0121 -3.0661 -1.9779  O22 0.969
21 H -0.5728 -4.4127 -1.3242  O22 0.961
22 O -0.5850 -3.4524 -1.2983  H20 0.969, H21 0.961
23 H -2.8135 -1.1775 -1.5846  O25 0.959
24 H -1.9445 -2.5469 -1.2429  O25 0.989
25 O -2.5564 -1.8340 -0.9344  H23 0.959, H24 0.989
26 H 0.9162 3.4028 -3.0191  O28 0.956
27 H 0.8012 4.4963 -1.8141  O28 0.956
28 O 0.3942 3.7964 -2.3215  H26 0.956, H27 0.956
29 H 3.1765 3.5139 0.8933  O31 0.961
30 H 1.7068 4.0267 0.7979  O31 0.960
31 O 2.2974 3.3076 0.5633  H29 0.961, H30 0.960
32 H -3.0965 -1.5332 0.6386  O34 0.985
33 H -4.1462 -0.5435 1.0539  O34 0.964
34 O -3.4380 -1.0718 1.4395  H32 0.985, H33 0.964
35 H -2.2411 1.1032 -2.2066  O37 0.961
36 H -1.8034 1.1875 -3.6973  O37 0.962
37 O -1.9615 0.5831 -2.9654  H35 0.961, H36 0.962
38 H 0.9999 1.4745 4.0540  O40 0.962
39 H -0.0780 0.6844 3.2559  O40 0.969
40 O 0.3619 1.5435 3.3376  H38 0.962, H39 0.969
41 H -2.8794 2.0784 0.9163  O43 0.970
42 H -4.1618 2.3561 0.2908  O43 0.970
43 O -3.6612 1.5904 0.6126  H41 0.970, H42 0.970
44 H -1.1558 3.9460 1.4598  O46 0.961
45 H -0.6200 3.0275 2.6044  O46 0.977
46 O -1.1565 3.0425 1.7885  H44 0.961, H45 0.977
47 H 3.5691 -1.2764 -0.5719  O49 0.971
48 H 4.0206 -2.4789 0.0841  O49 0.965
49 O 3.5234 -1.6833 0.3086  H47 0.971, H48 0.965
50 H 2.8998 -0.0648 2.1570  O52 0.964
51 H 3.5874 -0.6130 3.3722  O52 0.965
52 O 2.7295 -0.2811 3.0812  H50 0.964, H51 0.965
53 H 1.6364 -1.9731 -2.9673  O55 0.965
54 H 3.1781 -1.8744 -2.8308  O55 0.962
55 O 2.3581 -1.9115 -2.3292  H53 0.965, H54 0.962

# 4
ORCA calculation (ωB97M-V/def2-TZVPD) on a cluster of 14 separate species, C4H37NO13S2 in total at a distorted geometry.

Values from the calculation:
Charge = 0
E = -54528.9040 eV

Bonds (Å) are listed after each position.
Cartesian coordinates (Å):
1 N -2.0845 -2.2655 0.3635  C2 1.449, H8 1.011, H9 1.039
2 C -1.2472 -1.1024 0.5794  N1 1.449, C3 1.533, H10 1.132, H11 1.100
3 C -1.2845 -0.1039 -0.5831  C2 1.533, S4 1.822, H12 1.073, H13 1.073
4 S -2.8071 0.8863 -0.7256  C3 1.822, S5 1.986
5 S -2.9375 2.1805 0.7746  S4 1.986, C6 1.837
6 C -1.6660 3.4948 0.5988  S5 1.837, C7 1.501, H14 1.127, H15 1.128
7 C -0.5207 3.2905 1.5471  C6 1.501, H16 1.116, H17 1.070, H18 1.071
8 H -1.7659 -2.7684 -0.4540  N1 1.011
9 H -2.0441 -2.9506 1.1432  N1 1.039
10 H -0.1659 -1.3860 0.7583  C2 1.132
11 H -1.5819 -0.6125 1.5053  C2 1.100
12 H -1.1911 -0.6204 -1.5193  C3 1.073
13 H -0.4128 0.5181 -0.5213  C3 1.073
14 H -2.1713 4.4815 0.8005  C6 1.127
15 H -1.2906 3.5585 -0.4630  C6 1.128
16 H -0.0168 2.3023 1.4236  C7 1.116
17 H 0.2526 4.0186 1.4171  C7 1.070
18 H -0.8200 3.3702 2.5720  C7 1.071
19 H 2.6601 1.3993 2.3128  O21 0.950
20 H 2.3138 0.5315 1.0657  O21 1.008
21 O 1.9466 1.2094 1.7147  H19 0.950, H20 1.008
22 H 0.9912 -2.3350 -2.4391  O24 0.959
23 H 0.2042 -1.8252 -3.6726  O24 0.994
24 O 1.0761 -1.7577 -3.2005  H22 0.959, H23 0.994
25 H 1.3031 -2.1373 1.7897  O27 1.006
26 H 2.2905 -2.0077 0.5696  O27 0.951
27 O 1.7185 -2.6240 1.0134  H25 1.006, H26 0.951
28 H 1.9974 1.9484 -1.2536  O30 1.019
29 H 2.2163 2.1917 0.2643  O30 0.968
30 O 2.5733 2.4669 -0.5921  H28 1.019, H29 0.968
31 H -0.1916 -0.7492 3.2136  O33 0.999
32 H 1.0679 -0.0840 2.5334  O33 0.945
33 O 0.7170 -0.9093 2.8303  H31 0.999, H32 0.945
34 H -2.5247 -0.7454 3.3084  O36 0.968
35 H -2.0144 0.4453 4.0876  O36 0.920
36 O -1.7495 -0.3689 3.7500  H34 0.968, H35 0.920
37 H 5.0642 1.0828 -1.7861  O39 0.933
38 H 4.0862 1.7813 -0.8157  O39 1.016
39 O 4.8108 1.0725 -0.8887  H37 0.933, H38 1.016
40 H 1.2681 -0.2224 -2.6385  O42 1.055
41 H 0.5844 1.2292 -2.5631  O42 0.981
42 O 1.2559 0.6844 -2.1001  H40 1.055, H41 0.981
43 H -1.2755 2.4917 -2.9530  O45 0.982
44 H -1.2604 1.2289 -3.7889  O45 0.960
45 O -0.6724 1.9213 -3.4774  H43 0.982, H44 0.960
46 H 3.6155 -0.0395 -0.3720  O48 0.986
47 H 2.0928 -0.1828 -0.8519  O48 0.976
48 O 2.7391 -0.4435 -0.1687  H46 0.986, H47 0.976
49 H 0.8416 -3.0065 -0.3313  O51 1.008
50 H 0.7095 -4.2109 -1.2500  O51 0.931
51 O 0.3886 -3.3406 -1.1677  H49 1.008, H50 0.931
52 H -4.6346 -0.4571 2.2110  O54 0.967
53 H -3.6636 -1.5572 1.7024  O54 0.942
54 O -3.9806 -1.1191 2.4734  H52 0.967, H53 0.942
55 H -2.3545 -2.3002 -2.6140  O57 0.994
56 H -0.9743 -2.9328 -2.1662  O57 0.997
57 O -1.4813 -2.6199 -2.9661  H55 0.994, H56 0.997

Asked for gap between HOMO and LUMO across the records above, the calculation gives 0.315; 0.351; 0.365; 0.329 hartree in order.